1.
DFT (ωB97M-V/def2-TZVPD) results for C5H3NO in the gas phase.

```
10
Properties=species:S:1:pos:R:3:nbo_charge:R:1
H -0.64871 -1.31158 0.99189 0.25
N 3.02048 -1.11981 0.38128 -0.35
C 0.06748 0.88937 -0.26377 0.30
C -1.50253 0.21338 -0.26026 0.04
C 0.73477 -0.36803 -0.52353 -0.43
O -0.96234 1.15366 -1.15122 -0.45
C 1.97747 -0.77059 0.00466 0.25
H 0.24132 1.61525 0.53017 0.23
H -2.44491 0.42019 0.22824 0.23
C -0.51589 -0.71636 0.09075 -0.07
```

Values from the calculation:
E_HOMO in hartree: -0.304
Total charge: 0
HOMO-LUMO gap in eV: 8.62

2.
DFT (ωB97M-V/def2-TZVPD) results for 2 unconnected molecules or ions with the total composition C5H3NO.

```
10
Properties=species:S:1:pos:R:3:nbo_charge:R:1
C 0.91314 -0.36366 2.17577 -0.16
N -2.46715 -0.22047 -0.78295 -0.74
H 2.83898 -0.20517 -0.79706 0.27
C 1.02348 0.10182 1.04331 -0.11
C 1.86237 0.00911 -0.40486 -0.14
C -1.71914 0.35906 -1.49454 0.85
H -2.23293 -0.96490 -0.20950 0.40
H 0.44203 -0.53222 3.03950 0.22
O -1.40576 1.22324 -2.24022 -0.51
C 0.74498 0.59319 -0.32944 -0.07
```

Values from the calculation:
E_HOMO in hartree: -0.355
Total charge: 0
HOMO-LUMO gap in eV: 9.03

3.
DFT (ωB97M-V/def2-TZVPD) results for C5H3NO in the gas phase.

```
10
Properties=species:S:1:pos:R:3:nbo_charge:R:1
C 0.70646 -0.73962 0.75149 0.50
C -0.50451 1.00100 -0.72866 -0.05
C 0.29830 0.67699 0.47079 -0.59
N -0.46509 -2.95386 0.00862 -0.22
H 1.37433 0.91856 0.67935 0.30
O 1.75301 -0.84250 1.35365 -0.46
H -1.80280 1.51359 -2.53969 0.25
C -1.20855 1.26525 -1.67602 -0.18
C 0.01361 -1.94876 0.31727 0.17
H -0.16475 1.10934 1.36320 0.28
```

Values from the calculation:
E_HOMO in hartree: -0.396
Total charge: 0
HOMO-LUMO gap in eV: 10.06

Which of them is the most stable? Correct choice: 3.